(1)
Entry from the Open Molecules 2025 dataset: a 2-piece molecular cluster, C3H10NOS overall at a distorted geometry (wB97M-V/def2-TZVPD).

Each line ends with the Löwdin charge.
Element x y z (Å)
C 1.33487 0.25335 0.15990  -0.189
C 1.83538 1.57803 0.67592  -0.627
S 3.64952 1.79215 0.54859  0.621
H 0.25998 0.19237 0.01544  0.039
H 1.78865 -0.02858 -0.78888  0.068
H 1.58746 -0.57854 0.81597  0.070
H 1.56815 1.74093 1.71223  0.049
H 1.40172 2.42195 0.13413  0.057
H 3.95542 0.60445 1.08735  -0.163
N -3.44316 -1.03813 -0.42286  -0.073
C -1.99110 -1.08462 -0.96928  -0.661
O -1.11890 -1.65408 -0.18217  -0.331
H -3.34035 -0.59073 0.48378  0.005
H -3.51215 -2.01965 -0.12263  0.016
H -1.78877 -0.00540 -1.19898  0.058
H -2.18674 -1.58351 -1.94853  0.060

Computed properties:
Highest occupied orbital energy: -0.102 hartree
Total energy: -17645.7103 eV
Charge: -1
Frontier orbital gap: 0.2115 Ha
Energy relative to the best compared isomer or geometry (same formula, charge and spin): 39.9 kcal per mole
LUMO energy: 0.109 Eh

---

(2)
Entry from the Open Molecules 2025 dataset: a 2-piece molecular cluster, C3H10NPS2 overall at a distorted geometry (wB97M-V/def2-TZVPD).

Each line ends with the Löwdin charge.
Element x y z (Å)
C 2.93210 -1.07522 -0.65018  -0.008
C 0.96887 -2.16057 0.06983  -0.149
C -3.82549 1.69886 -0.12464  -0.043
N 1.71293 -1.01449 -0.34885  -0.344
P 0.51378 0.78891 -0.29763  0.114
S 1.77416 2.11115 -0.92411  0.005
S 0.58161 0.66782 1.94153  0.236
H 3.64481 -1.84012 -0.86944  0.089
H 3.33209 -0.02555 -0.92543  0.050
H -3.04174 1.74470 -0.90554  0.026
H 1.53152 -2.98222 -0.29544  0.068
H 0.76244 -1.96445 1.10122  0.028
H -0.16000 -2.19199 -0.37734  0.136
H -4.66058 2.09818 -0.51787  -0.042
H -4.01015 0.64886 -0.12112  0.000
H -3.67799 2.06664 0.93295  0.053
H 1.62165 1.42951 2.31207  -0.219

Computed properties:
Highest occupied orbital energy: -0.298 hartree
Total energy: -35721.1630 eV
Frontier orbital gap: 0.3029 Ha
Energy relative to the best compared isomer or geometry (same formula, charge and spin): 52.7 kcal per mole
LUMO energy: 0.005 Eh

---

(3)
Entry from the Open Molecules 2025 dataset: a 2-piece molecular cluster, C3H10NS overall at a distorted geometry (wB97M-V/def2-TZVPD).

Each line ends with the Mulliken spin population.
Element x y z (Å)
C -2.47607 1.19559 1.24803  0.271
S -0.89797 0.93062 0.33825  -0.337
H -2.28369 1.74003 2.18278  -0.030
H -3.13522 1.81445 0.63614  -0.028
H -2.99766 0.25310 1.48206  -0.040
C 1.10291 -0.92344 -1.83784  2.158
N 1.78549 -0.48483 -0.59783  -0.657
C 1.54065 -1.46035 0.47562  1.858
H 1.48080 -1.90122 -2.19080  -0.779
H 0.01613 -0.98115 -1.65851  -0.161
H 1.27966 -0.17961 -2.60884  -0.267
H 1.17708 0.29892 -0.30580  0.058
H 0.47156 -1.67417 0.62920  -0.121
H 1.92189 -1.01449 1.39516  0.055
H 2.10677 -2.39117 0.29471  -0.980

Computed properties:
Highest occupied orbital energy (spin up / spin down): 0.172 / 0.012 hartree
Total energy: -15594.0784 eV
Charge: -2
Frontier orbital gap (spin up / spin down): 0.0753 / 0.2297 Ha
Spin multiplicity: 2
Energy relative to the best compared isomer or geometry (same formula, charge and spin): 18.1 kcal per mole
LUMO energy (spin up / spin down): 0.248 / 0.241 Eh

---

(4)
Entry from the Open Molecules 2025 dataset: an isolated ion of composition C3H10NS and charge +1 at a distorted geometry (wB97M-V/def2-TZVPD).

Each line ends with the Löwdin charge.
Element x y z (Å)
C -0.48485 0.94271 1.07353  -0.284
N -0.27143 2.34141 0.94955  0.012
H -0.09977 0.65903 2.13223  0.149
H -1.44185 0.49173 0.84721  0.080
H -0.83568 2.83626 0.32483  0.077
H 0.25663 2.81590 1.62525  0.083
C 1.19316 -1.46101 0.26247  -0.266
S 0.48509 0.07300 -0.47507  1.030
C -0.59055 -0.69269 -1.64969  -0.368
H 0.66067 -1.95974 1.09026  0.078
H 2.22143 -1.08141 0.54112  0.075
H 1.36631 -2.28733 -0.38649  0.046
H -1.53977 -0.12502 -2.20873  0.142
H -0.09797 -0.79063 -2.68913  0.083
H -0.82142 -1.76221 -1.43732  0.061

Computed properties:
Highest occupied orbital energy: -0.516 hartree
Total energy: -15589.8387 eV
Charge: +1
Frontier orbital gap: 0.3862 Ha
Energy relative to the best compared isomer or geometry (same formula, charge and spin): 52.2 kcal per mole
LUMO energy: -0.130 Eh

---

(5)
Entry from the Open Molecules 2025 dataset: an isolated ion of composition C3H10NS and charge +1 (wB97M-V/def2-TZVPD).

Each line ends with the Löwdin charge.
Element x y z (Å)
C -1.28108 1.95071 0.16373  -0.035
C -0.25369 0.90558 -0.23102  -0.416
N -0.83455 0.09052 -1.39438  0.204
C 0.08851 -0.03811 0.89579  -0.503
S 1.17527 -1.40666 0.34563  0.760
H -1.53673 2.61008 -0.65927  0.093
H -0.85978 2.57488 0.95220  0.106
H -2.16521 1.47620 0.57882  0.096
H 0.61655 1.38671 -0.67461  0.153
H -0.21176 -0.68823 -1.62423  0.116
H -1.77298 -0.25565 -1.18087  0.177
H -0.90518 0.69352 -2.22661  0.181
H 0.57496 0.53988 1.67210  0.098
H -0.82808 -0.46399 1.30918  0.089
H 1.93966 -1.39873 1.43349  -0.118

Computed properties:
Highest occupied orbital energy: -0.496 hartree
Total energy: -15591.9921 eV
Charge: +1
Frontier orbital gap: 0.3619 Ha
SMILES: C[C@H]([NH3+])CS
Energy relative to the best compared isomer or geometry (same formula, charge and spin): 2.5 kcal per mole
LUMO energy: -0.134 Eh

---

(6)
Entry from the Open Molecules 2025 dataset: a 2-piece molecular cluster, C3H10NS2 overall at a distorted geometry (wB97M-V/def2-TZVPD).

Each line ends with the Löwdin charge.
Element x y z (Å)
C -0.10173 2.57496 0.46134  -0.045
C -0.44481 1.15179 0.79323  -0.291
C 1.27175 -2.46053 -0.89227  -0.984
N -1.25830 0.36994 -0.17149  0.065
S 0.75712 -1.76111 0.54028  0.706
S 1.53899 -4.03737 -1.51796  0.879
H -1.00741 3.17333 0.58980  0.104
H 0.50634 2.96604 1.13957  0.043
H 0.37122 2.63641 -0.45093  0.067
H -0.78409 1.01942 1.80923  0.125
H 0.47723 0.49335 0.92392  0.039
H 1.25561 -1.79746 -1.69666  -0.024
H -2.34114 0.21795 0.09021  0.222
H -1.28553 0.86765 -1.04162  0.130
H -0.76351 -0.72819 -0.16236  0.072
H 1.80825 -4.68620 -0.41430  -0.109

Computed properties:
Highest occupied orbital energy: -0.483 hartree
Total energy: -26425.2625 eV
Charge: +1
Frontier orbital gap: 0.3083 Ha
Energy relative to the best compared isomer or geometry (same formula, charge and spin): 52.7 kcal per mole
LUMO energy: -0.175 Eh

---

(7)
Entry from the Open Molecules 2025 dataset: a 2-piece molecular cluster, C3H10NS3 overall at a distorted geometry (wB97M-V/def2-TZVPD).

Each line ends with the Löwdin charge.
Element x y z (Å)
C -2.65663 -0.15246 0.24348  -0.048
C -1.24069 -0.32746 -0.36857  -0.298
C -0.38397 0.01238 0.74789  0.061
N 1.70329 0.07712 -0.06897  -1.326
S 1.52421 1.38536 -1.23071  0.747
S 1.74956 -1.56319 -0.67332  0.746
S 2.85097 0.31746 1.23993  0.728
H -3.37168 -0.45781 -0.51757  0.100
H -2.79580 -0.78057 1.11887  0.090
H -2.84910 0.88441 0.50672  0.091
H -1.14475 0.36618 -1.20433  0.105
H -1.11105 -1.35423 -0.70691  0.106
H -0.34885 1.04263 1.07729  0.110
H -0.13892 -0.73815 1.48628  0.110
H 2.68272 1.20014 -1.88362  -0.103
H 2.98298 -1.52326 -1.20992  -0.102
H 2.54769 1.61146 1.44347  -0.117

Computed properties:
Highest occupied orbital energy: -0.496 hartree
Total energy: -37258.8517 eV
Charge: +1
Frontier orbital gap: 0.3021 Ha
Energy relative to the best compared isomer or geometry (same formula, charge and spin): 50.1 kcal per mole
LUMO energy: -0.194 Eh

---

(8)
Entry from the Open Molecules 2025 dataset: a 2-piece molecular cluster, C3H10O overall at a distorted geometry (wB97M-V/def2-TZVPD).

Each line ends with the Löwdin charge.
Element x y z (Å)
C -0.31140 0.74766 0.97262  -0.148
C 0.61775 1.38791 2.01811  -0.146
H -1.12970 1.47652 0.80119  0.072
H 0.12395 0.52251 -0.00748  0.043
H -0.94708 -0.00506 1.29668  0.034
H 1.26361 0.69588 2.47257  0.038
H -0.05818 1.60600 2.85214  0.065
H 1.13940 2.27551 1.86282  0.040
C -0.32654 -1.63687 -1.89452  -0.250
O 0.45077 -0.54161 -2.03827  -0.145
H -1.30366 -1.30733 -1.48996  0.079
H -0.32466 -2.36718 -2.78705  0.107
H 0.05746 -2.26885 -1.04996  0.080
H 0.74829 -0.58509 -3.00890  0.130

Computed properties:
Highest occupied orbital energy: -0.374 hartree
Total energy: -5319.1765 eV
Frontier orbital gap: 0.4054 Ha
SMILES: CC.CO
Energy relative to the best compared isomer or geometry (same formula, charge and spin): 33.1 kcal per mole
LUMO energy: 0.032 Eh